{
  "formula": "C5H16N3",
  "method": "wB97M-V/def2-TZVPD",
  "total_charge": 1,
  "lumo_ev": -3.046,
  "homo_ev": -13.89,
  "species": ["C", "C", "N", "N", "N", "H", "H", "H", "H", "H", "H", "H", "H", "C", "C", "C", "H", "H", "H", "H", "H", "H", "H", "H"],
  "coordinates": [[0.055, -2.713, 0.198], [-1.077, -0.974, -0.983], [0.094, -1.510, -0.585], [-2.255, -1.402, -0.521], [-1.015, 0.138, -1.708], [0.945, -1.009, -0.780], [-2.358, -2.057, 0.233], [-3.094, -1.123, -1.005], [-0.231, 0.221, -2.339], [-1.738, 0.821, -1.871], [-0.294, -3.619, -0.328], [-0.718, -2.713, 0.977], [0.960, -2.981, 0.767], [0.973, 2.100, 0.636], [0.542, 1.751, 2.121], [2.460, 2.396, 0.525], [0.689, 1.270, -0.009], [0.392, 3.010, 0.431], [1.361, 2.098, 2.720], [0.206, 0.713, 2.319], [3.051, 2.495, 1.462], [3.033, 1.506, 0.275], [-0.459, 2.160, 2.374], [2.603, 3.167, -0.228]]
}

{
  "formula": "C25H19F10N3NiO",
  "method": "wB97M-V/def2-TZVPD",
  "spin_multiplicity": 3,
  "lumo_ev": [-0.656, -0.651],
  "s_squared": 2.01,
  "homo_ev": [-7.13, -7.33],
  "species": ["Ni", "C", "N", "C", "C", "N", "C", "C", "F", "C", "F", "C", "F", "C", "F", "C", "F", "C", "C", "N", "C", "C", "F", "C", "F", "C", "F", "C", "F", "C", "F", "H", "H", "H", "H", "H", "H", "H", "H", "H", "H", "H", "C", "C", "O", "C", "C", "C", "C", "C", "C", "H", "H", "H", "H", "H", "H", "H", "H"],
  "coordinates": [[1.130, -0.436, 0.035], [4.116, -0.336, -0.222], [2.916, -0.324, -1.062], [2.801, 0.961, -1.774], [1.402, 1.179, -2.336], [0.470, 0.870, -1.275], [-0.853, 1.104, -1.392], [-1.541, 1.838, -2.377], [-0.871, 2.386, -3.414], [-2.907, 2.058, -2.332], [-3.482, 2.775, -3.301], [-3.686, 1.558, -1.304], [-5.005, 1.785, -1.264], [-3.061, 0.809, -0.319], [-3.768, 0.299, 0.692], [-1.706, 0.594, -0.392], [-1.131, -0.158, 0.595], [2.889, -1.501, -1.969], [1.504, -2.145, -2.093], [0.930, -2.176, -0.766], [-0.097, -3.006, -0.447], [-0.498, -3.080, 0.901], [0.165, -2.317, 1.807], [-1.515, -3.882, 1.366], [-1.821, -3.881, 2.667], [-2.212, -4.697, 0.488], [-3.200, -5.488, 0.923], [-1.858, -4.665, -0.848], [-2.517, -5.426, -1.724], [-0.839, -3.842, -1.299], [-0.599, -3.853, -2.628], [5.031, -0.262, -0.822], [4.146, -1.262, 0.350], [4.080, 0.501, 0.473], [3.561, 1.032, -2.562], [3.005, 1.744, -1.040], [1.250, 0.553, -3.227], [1.343, 2.215, -2.679], [3.569, -2.241, -1.549], [3.276, -1.216, -2.953], [1.652, -3.143, -2.514], [0.882, -1.590, -2.806], [0.928, 0.358, 4.131], [0.843, 0.908, 2.739], [1.570, 0.432, 1.867], [-0.116, 1.985, 2.424], [-1.258, 2.176, 3.204], [-2.185, 3.139, 2.847], [-1.962, 3.934, 1.730], [-0.812, 3.769, 0.969], [0.107, 2.792, 1.311], [1.772, -0.322, 4.198], [0.012, -0.196, 4.351], [1.013, 1.158, 4.866], [-1.442, 1.553, 4.068], [-3.084, 3.267, 3.434], [-2.688, 4.686, 1.451], [-0.640, 4.390, 0.101], [0.987, 2.633, 0.705]]
}

{
  "formula": "C5H10O2",
  "method": "wB97M-V/def2-TZVPD",
  "lumo_ev": 0.690,
  "smiles": "C/C=C/C=C/O.O",
  "homo_ev": -7.94,
  "species": ["C", "C", "C", "C", "C", "O", "H", "H", "H", "H", "H", "H", "H", "H", "H", "H", "O"],
  "coordinates": [[2.366, -0.265, -0.104], [0.947, -0.004, 0.138], [0.166, 0.930, -0.448], [-1.362, 0.812, -0.528], [-2.214, 1.791, -0.185], [-3.566, 1.698, -0.166], [2.714, -1.310, -0.270], [2.808, 0.399, -0.760], [2.955, -0.049, 0.867], [0.494, -0.473, 1.000], [0.610, 1.886, -0.766], [-1.626, -0.348, -0.251], [-2.038, 2.727, 0.299], [-3.803, 2.701, -0.351], [0.629, -3.501, -0.231], [0.844, -3.406, 1.152], [0.076, -3.588, 0.602]]
}

{
  "formula": "C31H70B2NO18P2S",
  "method": "wB97M-V/def2-TZVPD",
  "total_charge": -1,
  "lumo_ev": 2.164,
  "homo_ev": -4.37,
  "species": ["C", "C", "C", "C", "C", "C", "N", "C", "O", "O", "B", "C", "C", "C", "O", "C", "P", "S", "O", "C", "B", "O", "O", "C", "P", "O", "O", "O", "H", "H", "H", "H", "H", "H", "H", "H", "H", "H", "H", "H", "H", "H", "H", "H", "H", "H", "H", "H", "H", "H", "H", "H", "H", "H", "H", "H", "C", "O", "C", "C", "O", "C", "C", "O", "C", "H", "H", "H", "H", "H", "H", "H", "H", "H", "H", "H", "H", "H", "H", "C", "O", "C", "C", "O", "C", "C", "O", "C", "H", "H", "H", "H", "H", "H", "H", "H", "H", "H", "H", "H", "H", "H", "C", "O", "C", "C", "O", "C", "C", "O", "C", "H", "H", "H", "H", "H", "H", "H", "H", "H", "H", "H", "H", "H", "H"],
  "coordinates": [[-0.699, -7.513, -6.474], [-1.099, -6.364, -5.527], [-0.876, -4.951, -6.110], [0.238, -4.115, -5.435], [0.283, -2.765, -6.187], [0.012, -3.859, -3.923], [-1.237, -4.396, -3.312], [-2.252, -3.757, -3.562], [-3.214, -3.238, -3.953], [0.060, -2.488, -3.626], [0.653, -2.213, -2.313], [1.669, -0.951, -2.162], [1.800, -0.069, -3.431], [3.133, 0.719, -3.367], [3.287, 1.315, -2.082], [4.473, 0.964, -1.419], [-0.859, -1.787, -1.052], [-2.095, -0.383, -1.701], [1.061, -3.562, -1.838], [1.187, -4.379, -2.980], [1.184, -5.929, -2.566], [1.052, -6.222, -1.204], [1.338, -6.954, -3.457], [1.903, -8.149, -2.931], [2.939, -4.068, -3.542], [3.614, -5.247, -4.135], [3.765, -3.622, -2.200], [3.075, -2.799, -4.533], [-1.276, -8.400, -6.175], [-0.947, -7.318, -7.520], [0.349, -7.799, -6.338], [-0.622, -6.496, -4.557], [-2.178, -6.469, -5.346], [-1.785, -4.338, -6.113], [-0.584, -5.057, -7.163], [1.199, -4.615, -5.608], [0.436, -2.931, -7.261], [1.086, -2.120, -5.838], [-0.664, -2.231, -6.063], [2.669, -1.227, -1.807], [1.250, -0.288, -1.392], [0.993, 0.673, -3.450], [1.749, -0.643, -4.357], [3.142, 1.539, -4.100], [3.933, 0.001, -3.594], [4.845, 1.781, -0.788], [5.299, 0.673, -2.081], [4.296, 0.113, -0.742], [-0.269, -1.460, 0.203], [-1.571, -2.995, -0.790], [0.161, -6.012, -0.906], [2.442, -8.629, -3.757], [1.135, -8.863, -2.614], [2.630, -7.979, -2.136], [3.529, -4.243, -1.500], [4.002, -2.562, -4.650], [-7.070, -0.319, 3.880], [-7.014, -1.458, 3.050], [-8.250, -1.839, 2.474], [-8.162, -2.069, 0.974], [-7.877, -0.937, 0.173], [-6.602, -0.306, 0.281], [-5.400, -1.109, -0.177], [-5.156, -2.242, 0.647], [-5.001, -3.454, -0.060], [-7.290, -0.610, 4.913], [-6.090, 0.160, 3.855], [-7.814, 0.405, 3.534], [-9.024, -1.091, 2.676], [-8.560, -2.780, 2.947], [-9.154, -2.401, 0.652], [-7.483, -2.891, 0.743], [-6.454, 0.092, 1.286], [-6.665, 0.565, -0.377], [-4.516, -0.468, -0.110], [-5.524, -1.395, -1.226], [-5.620, -3.486, -0.962], [-5.311, -4.270, 0.597], [-3.951, -3.603, -0.332], [2.947, 3.037, 1.793], [4.097, 2.904, 2.616], [4.396, 4.043, 3.397], [4.630, 3.699, 4.859], [3.516, 3.192, 5.579], [2.975, 1.926, 5.224], [3.863, 0.718, 5.464], [5.014, 0.702, 4.637], [6.232, 0.502, 5.321], [3.229, 3.448, 0.820], [2.524, 2.044, 1.642], [2.183, 3.670, 2.254], [3.604, 4.787, 3.324], [5.314, 4.493, 2.994], [4.896, 4.632, 5.365], [5.496, 3.044, 4.973], [2.594, 1.939, 4.202], [2.100, 1.804, 5.868], [3.278, -0.178, 5.224], [4.133, 0.669, 6.525], [6.221, 0.949, 6.319], [7.024, 0.980, 4.742], [6.454, -0.568, 5.399], [1.569, 5.812, 4.576], [0.570, 6.128, 3.624], [-0.756, 6.101, 4.119], [-1.541, 7.350, 3.761], [-1.098, 8.569, 4.339], [0.167, 9.096, 3.971], [0.320, 9.554, 2.531], [0.254, 8.487, 1.603], [-0.651, 8.682, 0.534], [1.751, 4.736, 4.584], [2.487, 6.321, 4.277], [1.304, 6.152, 5.582], [-0.768, 5.969, 5.206], [-1.263, 5.238, 3.670], [-2.554, 7.206, 4.147], [-1.648, 7.448, 2.680], [0.970, 8.415, 4.255], [0.293, 9.984, 4.598], [1.313, 10.011, 2.430], [-0.428, 10.324, 2.312], [-1.527, 9.261, 0.840], [-0.989, 7.701, 0.198], [-0.151, 9.183, -0.301]]
}